[1]
Computed, not measured: a cluster of 14 separate species, C25H68F3N9O36P4 in total, with ωB97M-V/def2-TZVPD.

Atoms and positions in Å:
C (2.21687, -0.36506, 7.17223)
N (1.99941, 0.24880, 5.81576)
O (2.29408, 1.41580, 5.56879)
O (1.50839, -0.44629, 5.01227)
H (2.89673, 0.23195, 7.78007)
H (2.59652, -1.38245, 7.07803)
H (1.26285, -0.32626, 7.69801)
C (3.53380, 1.13683, 1.48419)
N (3.55873, -0.39121, 1.22050)
O (4.13656, -1.07613, 2.01821)
O (3.13086, -0.74987, 0.14471)
H (3.60375, 1.47704, 2.51738)
H (2.51336, 1.43906, 1.24871)
H (4.40905, 1.57491, 1.00447)
C (-2.34065, 1.30215, -3.36710)
N (-3.62100, 1.34245, -2.64226)
O (-3.86529, 2.33006, -1.99345)
O (-4.42951, 0.44794, -2.76062)
H (-1.98527, 0.27892, -3.24539)
H (-1.64999, 1.97366, -2.85705)
H (-2.48522, 1.67619, -4.38066)
C (-3.83348, -2.20766, 1.68445)
N (-3.75331, -3.38404, 2.61431)
O (-4.75261, -4.11715, 2.68704)
O (-2.66210, -3.53092, 3.21351)
H (-3.53224, -1.23100, 2.06328)
H (-4.86571, -2.13848, 1.34121)
H (-3.17980, -2.43773, 0.84310)
C (-3.01748, -2.86880, -2.50171)
N (-4.35885, -3.48136, -2.60964)
O (-4.80610, -3.63037, -3.76991)
O (-4.90671, -3.80337, -1.61564)
H (-2.35651, -3.25708, -3.27660)
H (-2.59815, -3.01726, -1.50663)
H (-3.16093, -1.78953, -2.55385)
C (-0.27729, -5.74465, 1.54411)
N (-1.21523, -5.56874, 0.46809)
O (-1.63524, -4.45133, 0.09912)
O (-1.62238, -6.62993, -0.03352)
H (-0.66400, -6.40725, 2.31841)
H (-0.11766, -4.78308, 2.03194)
H (0.62619, -6.20510, 1.14434)
C (-1.46310, 2.03784, 5.17173)
N (-0.92133, 3.42118, 5.00190)
O (-0.63298, 3.98968, 5.94076)
O (-0.66691, 3.82000, 3.82722)
H (-2.55120, 2.08072, 5.12373)
H (-1.19932, 1.56972, 6.12008)
H (-1.17060, 1.39848, 4.33881)
C (5.59238, 0.40575, -2.11274)
N (6.43975, 0.78759, -3.28031)
O (7.52069, 0.20961, -3.50838)
O (5.94860, 1.62030, -4.03148)
H (5.07269, 1.26730, -1.69351)
H (6.32401, -0.06475, -1.45590)
H (4.85569, -0.27776, -2.53487)
C (-1.28908, -3.18968, 5.71017)
N (-0.26691, -2.81849, 6.78276)
O (-0.62984, -2.10005, 7.69509)
O (0.83731, -3.27722, 6.70999)
H (-2.18650, -3.48109, 6.25588)
H (-0.82818, -4.01270, 5.16400)
H (-1.59015, -2.26998, 5.20857)
C (3.00471, 4.01619, -3.26671)
O (3.64448, 3.81515, -1.96131)
P (3.29660, 4.82186, -0.75285)
O (4.07378, 4.57567, 0.48513)
O (3.50838, 6.33629, -1.35885)
C (2.50383, 7.09580, -1.99242)
O (1.65636, 4.66261, -0.67087)
C (1.02260, 4.51102, 0.59545)
H (3.70180, 4.59742, -3.87032)
H (1.99736, 4.43154, -3.23778)
H (3.01657, 3.04138, -3.75424)
H (2.29324, 8.03263, -1.47658)
H (1.51742, 6.63918, -2.07367)
H (2.89877, 7.41959, -2.95538)
H (1.63389, 3.91212, 1.27055)
H (0.09114, 3.94655, 0.55258)
H (0.73057, 5.49857, 0.95260)
C (-7.00925, 5.41857, 3.46456)
O (-6.58128, 6.18346, 2.30628)
P (-4.97412, 6.54096, 2.13302)
O (-4.39558, 7.38098, 3.19768)
O (-4.35064, 5.04977, 1.97802)
C (-4.88067, 4.14531, 0.99492)
O (-4.95750, 7.11945, 0.62326)
C (-5.26482, 8.52066, 0.39939)
H (-7.81571, 4.79851, 3.07310)
H (-7.39823, 6.07523, 4.24277)
H (-6.23443, 4.84206, 3.96993)
H (-5.80999, 4.54634, 0.59041)
H (-5.14697, 3.24214, 1.54397)
H (-4.27124, 3.90593, 0.12348)
H (-5.22757, 9.13930, 1.29605)
H (-6.24123, 8.62520, -0.07367)
H (-4.56643, 8.92444, -0.33363)
C (1.02662, 1.34262, -1.47244)
O (0.46747, 1.24604, -0.14257)
P (-0.50093, 0.06099, 0.29901)
O (-1.27175, -0.62057, -0.80680)
O (-1.38041, 0.84049, 1.36723)
C (-2.39681, 1.72162, 1.03734)
O (0.51498, -0.87312, 1.17877)
C (0.01915, -1.81021, 1.96396)
H (0.84380, 0.38924, -1.96817)
H (2.11024, 1.38282, -1.36179)
H (0.66072, 2.16247, -2.09053)
H (-2.34005, 2.56971, 1.71971)
H (-3.35539, 1.22450, 1.18596)
H (-2.28659, 2.02454, -0.00391)
H (-1.03081, -2.04366, 1.78733)
H (0.18004, -1.41085, 2.96532)
H (0.52136, -2.77328, 1.87230)
C (1.92037, -8.44326, -1.37356)
O (1.39362, -7.22604, -1.72982)
P (2.28422, -5.90915, -2.23654)
O (3.72848, -6.10631, -2.10853)
O (1.54507, -4.70698, -1.41150)
C (1.75701, -3.29026, -1.60958)
O (1.76523, -5.79835, -3.78285)
C (0.46487, -6.09708, -4.15277)
H (1.39645, -9.21533, -1.93705)
H (1.71427, -8.48791, -0.30416)
H (2.99133, -8.50162, -1.56785)
H (1.91419, -2.78526, -0.65650)
H (0.92133, -2.82548, -2.13278)
H (2.58297, -3.05641, -2.28131)
H (0.37154, -7.08730, -4.59870)
H (0.01454, -5.48904, -4.93737)
H (-0.17124, -5.99495, -3.27355)
C (5.09558, -3.15122, -4.59999)
C (4.51396, -2.39802, -5.85118)
O (3.07507, -2.30242, -5.86575)
C (2.55113, -1.36308, -5.04021)
O (3.25427, -0.67723, -4.25517)
C (1.03772, -1.18611, -5.25419)
F (0.25553, -2.15579, -4.68668)
F (0.65736, -0.04035, -4.77337)
F (0.75896, -1.22615, -6.57572)
H (5.99398, -3.67790, -4.92186)
H (4.39014, -3.88016, -4.20112)
H (5.24965, -2.52996, -3.71773)
H (4.69293, -2.83524, -6.83347)
H (4.84256, -1.37100, -6.01046)

## Properties
energy above the lowest of the compared OMol25 structures with the same formula, charge and spin: 0.000 eV
frontier orbital gap: 0.374 Eh
LUMO: -0.609 eV
HOMO energy: -10.788 eV
molar mass: 1251.7 g mol⁻¹

Here are the Mulliken charges for atoms 1 to 99, given in e:
1 C -0.77
2 N 0.82
3 O -0.54
4 O -0.39
5 H 0.31
6 H 0.29
7 H 0.26
8 C -0.44
9 N 0.82
10 O -0.59
11 O -0.26
12 H 0.32
13 H -0.13
14 H 0.34
15 C -0.42
16 N 1.02
17 O -0.56
18 O -0.59
19 H 0.01
20 H 0.11
21 H 0.41
22 C -0.23
23 N 0.95
24 O -0.54
25 O -0.50
26 H 0.09
27 H 0.37
28 H -0.17
29 C 0.17
30 N 1.09
31 O -0.63
32 O -0.58
33 H 0.26
34 H -0.25
35 H -0.05
36 C -0.26
37 N 0.77
38 O -0.31
39 O -0.55
40 H 0.39
41 H -0.27
42 H 0.15
43 C -0.65
44 N 0.99
45 O -0.53
46 O -0.50
47 H 0.35
48 H 0.35
49 H 0.00
50 C -0.17
51 N 0.95
52 O -0.57
53 O -0.55
54 H -0.04
55 H 0.32
56 H 0.04
57 C -0.62
58 N 0.99
59 O -0.59
60 O -0.54
61 H 0.30
62 H 0.27
63 H 0.21
64 C -0.48
65 O -0.02
66 P 0.82
67 O -0.75
68 O -0.40
69 C -0.61
70 O -0.10
71 C -0.71
72 H 0.27
73 H 0.36
74 H 0.06
75 H 0.27
76 H 0.26
77 H 0.30
78 H 0.34
79 H 0.00
80 H 0.48
81 C -0.62
82 O -0.35
83 P 0.77
84 O -0.69
85 O 0.06
86 C -0.62
87 O -0.29
88 C -0.73
89 H 0.25
90 H 0.28
91 H 0.26
92 H 0.43
93 H 0.25
94 H 0.15
95 H 0.34
96 H 0.28
97 H 0.24
98 C -0.51
99 O 0.27

[2]
Computed, not measured: a cluster of 9 separate species, C25H69BF4N9O13 in total, with ωB97M-V/def2-TZVPD.

Atoms and positions in Å:
B (20.04309, 4.34858, 25.41341)
F (20.74915, 5.58981, 25.26449)
F (18.98758, 4.22136, 24.54257)
F (21.03164, 3.36086, 25.11357)
F (19.70514, 4.26477, 26.75430)
C (23.07692, 2.54902, 22.50328)
O (22.35923, 1.59037, 22.69524)
N (22.98963, 3.68348, 23.28653)
N (24.04663, 2.63196, 21.52541)
H (22.23723, 3.74448, 23.96066)
H (23.65394, 4.42942, 23.20181)
H (24.28566, 1.87325, 20.91960)
H (24.62206, 3.45323, 21.51549)
C (18.82362, 2.20364, 21.59916)
O (19.18467, 1.42692, 22.45123)
N (18.17951, 1.80424, 20.43527)
N (18.79276, 3.58192, 21.70086)
H (18.15047, 0.82803, 20.21576)
H (17.83979, 2.48423, 19.78449)
H (19.05194, 4.14317, 22.49532)
H (18.49703, 4.08472, 20.88555)
C (17.01940, 7.36951, 25.83558)
O (16.52668, 8.47543, 26.03823)
N (18.32901, 7.14356, 25.56677)
N (16.24716, 6.23482, 25.85880)
H (18.68956, 6.21856, 25.40145)
H (18.97669, 7.90740, 25.63101)
H (16.53142, 5.43344, 25.32456)
H (15.32313, 6.34239, 26.22748)
C (12.64030, -1.03006, 21.94641)
O (13.24550, 0.03930, 22.60532)
C (14.05538, 0.86500, 21.76236)
C (14.79178, 1.81996, 22.68334)
N (15.61880, 1.09868, 23.61619)
C (16.21911, 1.82789, 24.69577)
C (16.86370, 0.91673, 25.68729)
O (15.85645, 0.08781, 26.29740)
C (16.44145, -0.96839, 27.03916)
H (13.33955, -1.62278, 21.34529)
H (11.82558, -0.75852, 21.25163)
H (12.14119, -1.62009, 22.71619)
H (13.32075, 1.50661, 21.25145)
H (14.65499, 0.28281, 21.06275)
H (14.06432, 2.51364, 23.13372)
H (15.46749, 2.45647, 22.09397)
H (15.22148, 0.20177, 23.84612)
H (15.53925, 2.47920, 25.27278)
H (17.02002, 2.45977, 24.29506)
H (17.35272, 1.45354, 26.50819)
H (17.60110, 0.24974, 25.22624)
H (15.58739, -1.55316, 27.38097)
H (17.13612, -0.56666, 27.77921)
H (16.96405, -1.65042, 26.35186)
C (22.53599, 12.22168, 28.78230)
O (22.14440, 10.87753, 28.89099)
C (23.22940, 10.04307, 29.25258)
C (22.78540, 8.60459, 29.24107)
N (22.22432, 8.18218, 27.96908)
C (21.53362, 6.89316, 28.11476)
C (22.48165, 5.71117, 28.41171)
O (23.58520, 5.77142, 27.52985)
C (23.56318, 4.91366, 26.39052)
H (23.40107, 12.34281, 28.11546)
H (22.89080, 12.53462, 29.77932)
H (21.70746, 12.84397, 28.46260)
H (23.64123, 10.37994, 30.21674)
H (24.03627, 10.27572, 28.53914)
H (22.14798, 8.38831, 30.10145)
H (23.69039, 8.02089, 29.49709)
H (23.00416, 7.96879, 27.35157)
H (21.06871, 6.60318, 27.17324)
H (20.74759, 7.03259, 28.85846)
H (21.94484, 4.76638, 28.28554)
H (22.82324, 5.75824, 29.45020)
H (24.20508, 4.07125, 26.65866)
H (23.70630, 5.48932, 25.47991)
H (22.58981, 4.42806, 26.26520)
C (17.76857, 9.04908, 35.01358)
O (17.22937, 8.05836, 34.15533)
C (15.95210, 8.34460, 33.69220)
C (15.29461, 7.12090, 33.05707)
N (16.08653, 6.73543, 31.88941)
C (15.57686, 5.51100, 31.29527)
C (16.60576, 4.89900, 30.35751)
O (17.65309, 4.37050, 31.18370)
C (18.64417, 3.72311, 30.40724)
H (17.18888, 9.16273, 35.93253)
H (17.87873, 9.99257, 34.47262)
H (18.76028, 8.65592, 35.23592)
H (15.82670, 9.16806, 32.97622)
H (15.28053, 8.61775, 34.52721)
H (14.29049, 7.40922, 32.74779)
H (15.27432, 6.34250, 33.83440)
H (17.03434, 6.57196, 32.21381)
H (14.68142, 5.68123, 30.69148)
H (15.36558, 4.76758, 32.07938)
H (17.07094, 5.75048, 29.84547)
H (16.21944, 4.11399, 29.70652)
H (19.45357, 3.48792, 31.09565)
H (19.03468, 4.32838, 29.58196)
H (18.21139, 2.81384, 29.97390)
C (22.54784, -0.81091, 25.28176)
C (21.53897, 0.10225, 26.00172)
O (20.71230, 0.75013, 25.07140)
O (22.10174, -1.32361, 24.02515)
H (22.87070, -1.67273, 25.88214)
H (23.49010, -0.26088, 25.13981)
H (22.12296, 0.79527, 26.61180)
H (20.91210, -0.57090, 26.60386)
H (20.76385, 1.70408, 25.23090)
H (22.19620, -2.27527, 24.09614)
C (22.19253, 7.98432, 23.14460)
C (20.94429, 7.71057, 22.32653)
O (20.30671, 6.53277, 22.78769)
O (21.83644, 8.62036, 24.37838)
H (22.88079, 8.68254, 22.65897)
H (22.77809, 7.06596, 23.27014)
H (21.20254, 7.57688, 21.26305)
H (20.25842, 8.55910, 22.32849)
H (20.89560, 6.09813, 23.41617)
H (21.69918, 7.91835, 25.02637)

## Properties
energy above the lowest of the compared OMol25 structures with the same formula, charge and spin: 0.000 eV
frontier orbital gap: 0.306 Eh
LUMO: 2.429 eV
HOMO energy: -5.909 eV
total charge: -1
molar mass: 790.7 g mol⁻¹

Here are the Mulliken charges for atoms 1 to 99, given in e:
1 B 0.67
2 F 0.42
3 F -0.49
4 F 0.00
5 F -0.18
6 C 0.41
7 O -0.48
8 N 0.04
9 N -0.42
10 H -0.13
11 H 0.22
12 H 0.24
13 H 0.11
14 C 0.65
15 O -0.50
16 N -0.47
17 N -0.25
18 H 0.22
19 H 0.12
20 H -0.01
21 H 0.14
22 C 0.48
23 O -0.72
24 N -0.01
25 N -0.28
26 H -0.29
27 H 0.11
28 H 0.21
29 H 0.19
30 C -0.76
31 O -0.29
32 C -0.67
33 C -0.60
34 N -0.07
35 C -0.02
36 C -0.67
37 O -0.41
38 C -0.74
39 H 0.30
40 H 0.29
41 H 0.24
42 H 0.37
43 H 0.39
44 H 0.29
45 H 0.25
46 H 0.30
47 H 0.28
48 H -0.07
49 H 0.44
50 H 0.32
51 H 0.27
52 H 0.25
53 H 0.32
54 C -0.75
55 O -0.24
56 C -0.70
57 C -0.68
58 N -0.25
59 C 0.01
60 C -0.71
61 O -0.50
62 C 0.00
63 H 0.31
64 H 0.29
65 H 0.24
66 H 0.41
67 H 0.35
68 H 0.44
69 H 0.32
70 H 0.30
71 H -0.78
72 H 0.63
73 H 0.43
74 H 0.44
75 H 0.39
76 H 0.22
77 H -0.45
78 C -0.76
79 O -0.27
80 C -0.54
81 C -0.69
82 N -0.34
83 C -0.70
84 C -0.46
85 O -0.37
86 C -0.56
87 H 0.29
88 H 0.31
89 H 0.24
90 H 0.33
91 H 0.39
92 H 0.33
93 H 0.38
94 H 0.27
95 H 0.35
96 H 0.33
97 H 0.26
98 H 0.48
99 H 0.31